C41H68FIN5O4P2 | ωB97M-V/def2-TZVPD

The calculation puts the gap between HOMO and LUMO at 4.68 eV. Its HOMO energy is -8.87 eV. As for the LUMO energy: -4.193 eV. The largest force on an atom comes out at 0.0702 Eh/bohr.

Structure (ORCA input):
```
! RIJCOSX wB97M-V def2-TZVPD def2/J DEFGRID3
* xyz 1 1
I -2.840 0.191 3.400
P -3.124 -0.142 -0.938
P -1.195 1.915 1.837
F -3.069 -5.475 3.088
O 0.863 0.372 2.177
O -2.975 0.389 -2.355
O 0.707 -2.675 1.935
O 0.148 3.433 -2.276
N 4.173 4.099 2.151
N 6.712 -3.085 2.015
N 3.264 -2.566 1.946
N -1.307 -0.713 2.195
N 4.386 5.815 -2.524
C -6.530 -2.735 -1.080
C 4.362 6.934 -5.080
C 7.460 -1.431 0.435
C -1.971 -4.214 1.263
C -9.096 -2.768 -1.175
C -1.536 -2.342 -1.399
C 5.495 7.018 -4.286
C 4.087 4.733 0.971
C 4.855 5.836 0.629
C 5.871 5.676 2.789
C -1.664 -1.217 -0.325
C 1.135 -2.612 0.573
C 7.593 -2.583 2.890
C -0.372 0.246 1.444
C -9.557 -2.721 0.333
C -2.800 -2.778 -2.226
C -0.301 -0.397 0.000
C -0.089 0.584 -1.253
C 8.362 -0.930 1.362
C -4.042 -3.342 -1.423
C -0.996 3.243 0.542
C -2.589 -2.877 1.759
C 5.764 6.312 1.562
C -1.830 -5.176 2.532
C 5.456 6.445 -3.026
C 6.663 -2.500 0.808
C 2.730 -2.958 0.612
C -2.157 -1.483 1.170
C 1.048 -1.213 -0.096
C 3.241 6.286 -4.586
C 5.059 4.582 3.031
C 1.304 2.595 -2.268
C 1.054 3.501 2.829
C 3.302 5.749 -3.311
C -10.101 -2.092 -2.197
C -5.358 -2.794 -2.172
C -0.204 2.651 3.291
C 1.252 1.418 -1.196
C 8.432 -1.515 2.616
C -4.137 -4.930 -1.582
C -7.880 -3.371 -1.588
H 2.449 5.238 -2.881
H -1.168 -4.631 3.268
H -6.750 -1.652 -0.861
H -0.003 1.894 4.085
H -0.798 -1.961 -2.169
H -10.535 -2.174 0.449
H -0.052 0.006 -2.222
H -11.031 -2.714 -2.315
H -0.965 -4.217 0.794
H 0.685 4.541 2.619
H -6.239 -3.211 -0.103
H -7.873 -4.302 -2.217
H -2.441 -3.653 -2.851
H 9.123 -1.150 3.365
H 2.170 0.802 -1.440
H -10.432 -1.082 -1.837
H -3.140 -5.407 -1.356
H 9.002 -0.094 1.108
H -0.931 3.391 3.750
H 6.320 6.483 -2.369
H 2.837 -4.081 0.559
H 1.040 -0.438 2.688
H 1.454 1.809 -0.154
H 5.108 4.050 3.976
H -2.433 -2.826 2.880
H -3.711 -2.949 1.659
H -3.085 1.003 -0.057
H 3.260 -2.449 -0.240
H 4.353 7.369 -6.072
H 1.836 3.549 3.628
H 1.430 2.111 -3.272
H 7.615 -3.074 3.856
H -1.060 -3.304 -1.056
H -4.826 -5.292 -0.763
H -2.691 -4.743 0.590
H 5.940 -2.924 0.118
H -4.533 -5.233 -2.580
H -4.147 -3.000 -0.367
H 1.950 -0.649 0.276
H -4.375 -0.781 -0.668
H -1.351 4.205 1.022
H -0.901 1.338 -1.378
H 0.726 -3.477 -0.030
H 6.568 6.023 3.540
H 0.859 -3.550 2.313
H -0.886 -1.283 2.943
H 7.378 -1.001 -0.554
H 6.383 7.173 1.335
H 0.049 3.449 0.206
H -3.171 -2.044 -2.982
H 2.255 3.151 -2.039
H 2.338 6.201 -5.177
H 3.359 4.324 0.276
H -3.128 -0.906 1.261
H -5.231 -1.755 -2.563
H 4.746 6.308 -0.338
H -5.722 -3.524 -2.948
H -9.675 -3.764 0.728
H 3.500 -1.571 1.880
H -0.451 3.044 -2.928
H -9.585 -1.973 -3.182
H -1.706 3.082 -0.317
H 1.255 -1.357 -1.196
H 4.155 -3.060 2.081
H 6.389 7.517 -4.637
H 1.468 3.060 1.892
H -8.785 -2.188 0.951
H -1.245 -6.067 2.196
*
```

Löwdin population analysis, charges in e, atoms 1 to 8:
1. I 1.06
2. P 0.83
3. P 0.87
4. F -0.04
5. O -0.05
6. O -0.43
7. O -0.07
8. O -0.09